# 1
48
Properties=species:S:1:pos:R:3:forces:R:3:nbo_charge:R:1 method="wB97M-V/def2-TZVPD" lumo_ev=-1.388 molar_mass_da=957.74 homo_lumo_gap_ev=8.8 e_homo_ev=-10.1997
K -15.681880 19.798630 1.987860 -0.2 -0.3 -0.1 0.985
K -19.387880 17.393910 0.719780 0.0 -0.5 -0.1 0.891
K -22.983080 18.142030 -0.458920 -0.4 0.4 0.0 0.948
C -18.198520 17.775020 4.435540 0.9 -2.4 -0.2 0.785
F -19.269400 17.887620 3.688980 -0.7 1.2 -0.9 -0.315
F -17.518690 18.908920 4.600030 -0.3 0.3 -0.3 -0.327
F -18.628290 17.330030 5.605640 0.8 0.1 0.0 -0.288
S -17.132340 16.411390 3.526730 -2.2 -2.4 2.4 2.080
O -16.018390 16.090780 4.346910 1.8 2.2 0.2 -0.880
O -17.972090 15.207240 3.526530 -0.3 2.6 -1.5 -0.871
N -16.917050 17.205060 2.005750 -0.8 1.3 3.7 -1.284
S -16.437040 16.013960 1.170060 3.8 -4.7 -4.0 2.122
O -15.279250 15.302010 1.785720 -2.6 1.4 -1.4 -0.896
O -17.545170 15.248300 0.608080 1.0 0.9 0.4 -0.917
C -15.611160 16.806740 -0.465800 -1.2 -0.4 3.3 0.785
F -16.482720 17.487960 -1.132480 -1.6 1.8 -0.7 -0.311
F -14.611390 17.622410 -0.067990 0.3 0.1 -0.2 -0.352
F -15.227340 15.873360 -1.244940 1.5 -1.6 -0.6 -0.277
C -22.690530 15.489330 -2.686100 1.0 1.3 0.1 0.781
F -22.403130 16.576310 -3.478030 0.1 -1.0 0.7 -0.334
F -23.744570 15.885190 -1.939320 0.3 -0.5 -0.2 -0.332
F -22.999020 14.477330 -3.440540 -0.1 -0.1 0.1 -0.271
S -21.127490 15.059260 -1.534670 0.7 -0.3 -0.4 2.073
O -21.007610 13.614370 -1.530250 -0.8 1.9 0.0 -0.830
O -19.932220 15.725760 -2.005570 -1.4 0.8 0.4 -0.899
N -21.715010 15.889790 -0.033490 1.4 0.6 -4.7 -1.267
S -21.900790 14.659380 0.843120 -1.3 -3.7 5.0 2.152
O -22.828390 13.657750 0.324220 0.7 1.3 0.9 -0.910
O -20.618920 14.229660 1.407120 -1.8 0.5 -0.3 -0.899
C -22.935320 15.531390 2.381140 0.8 -1.9 -1.6 0.766
F -23.523770 14.606870 3.120200 0.9 -0.6 0.6 -0.307
F -22.109700 16.296800 3.065860 0.4 0.1 0.7 -0.320
F -23.951730 16.272090 1.994510 -0.7 1.5 -1.4 -0.341
C -20.167810 19.512280 -2.735430 -0.1 0.1 0.7 0.782
F -21.533290 19.368340 -2.786880 1.3 0.4 0.0 -0.334
F -19.610110 18.337900 -2.755310 0.0 -1.4 0.6 -0.289
F -19.691480 20.122320 -3.793770 -0.7 1.1 0.0 -0.283
S -19.623050 20.374460 -1.086140 0.3 0.7 0.6 2.145
O -18.296330 19.864880 -0.752740 -1.2 -0.5 -0.4 -0.953
O -19.699130 21.803560 -1.265680 -0.4 -1.1 -0.4 -0.881
N -20.761480 19.775280 0.011280 1.7 0.4 -2.1 -1.282
S -21.186320 20.994560 0.934330 -1.9 3.6 0.3 2.124
O -20.036610 21.711170 1.534690 -2.0 -1.1 -1.2 -0.912
O -22.400780 21.745250 0.399250 3.8 -2.1 1.5 -0.892
C -21.876050 20.063270 2.383020 -0.5 0.5 -2.1 0.743
F -21.341460 18.809820 2.459550 -1.1 1.0 0.4 -0.324
F -21.633700 20.806170 3.396110 0.8 0.0 2.1 -0.272
F -23.210670 20.080210 2.220540 0.1 -1.6 0.2 -0.312



# 2
13
Properties=species:S:1:pos:R:3:forces:R:3:nbo_charge:R:1 method="wB97M-V/def2-TZVPD" lumo_ev=0.622 molar_mass_da=81.12 homo_lumo_gap_ev=8.6 e_homo_ev=-7.9817
C -1.113219 1.287136 0.354832 -0.1 0.1 0.0 -0.608
C -0.159545 0.180396 -0.009091 0.0 -0.1 0.1 -0.235
C 0.815218 0.373895 -1.088375 0.0 -0.1 0.0 0.125
N 1.710150 -0.492256 -1.368112 -0.1 0.3 -0.1 -0.640
C 0.106408 -2.310015 0.821181 0.0 0.4 0.0 -0.167
C -0.108959 -1.006925 0.604533 0.2 -0.1 -0.2 -0.119
H -0.587311 2.161118 0.758859 -0.1 -0.1 -0.1 0.215
H -1.680042 1.623265 -0.521906 0.1 -0.1 0.1 0.216
H -1.836574 0.960574 1.108291 0.1 0.0 -0.1 0.216
H 0.704073 1.323856 -1.632696 0.1 -0.1 0.0 0.156
H 2.270813 -0.182403 -2.160998 -0.1 -0.1 0.1 0.339
H 0.773075 -2.523247 1.669116 -0.1 0.0 -0.1 0.193
H -0.893805 -1.390291 1.412987 -0.1 -0.1 0.1 0.307



# 3
46
Properties=species:S:1:pos:R:3:forces:R:3:nbo_charge:R:1 method="wB97M-V/def2-TZVPD" lumo_ev=-2.285 molar_mass_da=260.30 homo_lumo_gap_ev=10.5 total_charge=+1 e_homo_ev=-12.7835
O 2.855820 0.425563 1.164888 0.4 -0.2 -0.2 -0.526
C 2.226724 0.326055 0.142743 -1.4 0.7 1.0 0.435
C 0.921347 -0.503914 0.151883 0.7 0.4 -0.2 -0.166
C -0.344458 0.204016 -0.422790 1.1 -0.1 -1.0 -0.218
C -0.415015 1.597452 0.152677 -0.7 0.3 0.5 -0.625
C -1.593743 -0.644650 -0.250098 0.3 -1.5 0.3 -0.421
C -1.402991 -1.982091 -1.027356 -0.8 -0.1 -0.1 -0.637
N 0.690163 -0.969883 1.555269 -0.6 0.3 -0.8 -0.719
H 2.443005 0.939803 -0.732459 0.2 -0.2 -0.4 0.176
H 1.180891 -1.373797 -0.445117 -0.2 -0.3 0.0 0.262
H -0.154098 0.154204 -1.508008 -0.1 0.6 0.3 0.233
H 0.327844 2.328881 -0.167061 0.4 -0.4 0.0 0.236
H -0.360706 1.426203 1.237877 -0.1 0.8 -0.1 0.202
H -1.370859 2.090698 -0.054654 0.0 -0.3 0.1 0.215
H -2.532790 -0.177220 -0.546151 0.4 0.3 -0.3 0.251
H -1.772823 -0.943120 0.796348 0.1 0.4 -0.1 0.181
H -0.499768 -2.097611 -1.607727 0.6 0.5 0.0 0.217
H -2.167048 -2.092819 -1.802933 -0.2 -0.2 0.4 0.234
H -1.421739 -2.835205 -0.342634 -0.3 -0.1 -0.2 0.204
H 0.104384 -0.327336 2.118037 0.2 -0.2 0.0 0.472
H 0.112914 -1.788721 1.393004 0.2 -0.4 0.8 0.430
H 1.560893 -1.171030 2.062655 0.0 -0.3 -0.2 0.495
H -1.690425 0.411542 4.049558 -0.5 0.2 0.0 0.488
H -2.197968 0.215262 2.537740 0.0 0.5 0.6 0.520
O -1.466663 0.093319 3.177126 0.2 -0.3 -0.9 -0.999
H -3.527316 1.560491 0.593530 -0.1 0.1 0.0 0.496
H -3.839115 1.838543 2.105873 0.3 -0.5 -0.8 0.491
O -3.452805 1.190033 1.476802 -0.4 0.4 1.0 -0.969
H 4.004001 -2.274788 1.479911 -0.5 -0.3 0.4 0.497
H 3.214711 -3.311157 2.348622 0.4 -0.8 0.5 0.488
O 3.129714 -2.531681 1.822599 -0.1 1.1 -0.9 -0.972
H 1.042165 2.204008 -3.104055 0.2 0.3 -0.2 0.502
H 2.356992 3.033670 -3.035046 0.3 0.6 -0.3 0.490
O 1.926540 2.261085 -2.696219 -0.5 -0.9 0.5 -0.999
H 0.209868 -0.503967 4.713711 -0.1 0.5 0.3 0.472
H 0.059078 -2.012296 4.868857 0.2 0.2 -0.1 0.484
O 0.471704 -1.328016 4.323729 0.4 -1.0 0.0 -0.949
H -4.641526 0.227431 -2.837758 -0.2 -0.1 0.1 0.481
H -3.600933 1.305575 -2.957560 0.2 0.3 -0.2 0.471
O -3.884264 0.600322 -2.379028 0.0 -0.1 0.2 -0.947
H -0.937597 2.229274 -4.529381 0.0 -0.8 -0.7 0.507
H -0.205289 0.730622 -4.449550 -0.6 -0.1 -0.9 0.511
O -0.355270 1.601667 -4.095450 0.5 0.8 1.5 -0.993
H 2.478226 -0.960665 -3.350834 -0.3 0.2 0.4 0.488
H 1.718890 0.270315 -2.823537 0.4 0.3 -0.1 0.492
O 1.801550 -0.681897 -2.709860 0.2 -0.5 -0.4 -0.979



# 4
18
Properties=species:S:1:pos:R:3:forces:R:3:nbo_charge:R:1 method="wB97M-V/def2-TZVPD" lumo_ev=0.567 molar_mass_da=110.16 homo_lumo_gap_ev=8.9 e_homo_ev=-8.3526
C -0.163473 -1.094342 -1.833739 1.8 -0.6 -2.6 -0.548
C 0.136629 -0.524415 -0.422923 1.4 -2.0 -3.0 -0.016
C -1.074879 -0.079029 0.068945 -5.2 -1.4 4.0 -0.455
C -0.126906 0.954648 -0.255363 -1.1 0.6 -7.2 -0.213
C 0.321654 1.667417 0.912442 1.9 4.4 -2.0 -0.482
C 0.454316 0.611727 1.803988 4.9 -6.3 5.4 0.022
H -0.502924 -0.083953 -2.497762 1.3 -3.2 1.2 0.214
H 1.123841 -1.728640 -2.125727 -4.3 1.9 0.1 0.229
H -1.443356 -2.071964 -2.219484 3.7 2.4 1.6 0.194
H -1.858499 -0.389454 -0.553384 -1.3 0.4 -0.8 0.228
H -1.362260 -0.320882 1.122937 0.2 0.7 -1.0 0.239
H -0.383757 1.262684 -1.411652 1.0 0.8 3.3 0.217
H -0.453962 2.381751 1.221436 0.1 -0.2 0.2 0.236
H 1.337394 2.411165 0.879385 -2.3 -2.4 -0.2 0.245
H 0.506171 0.897113 2.814502 -0.6 0.3 1.6 0.200
H 1.290530 -2.176638 0.378110 -0.7 3.5 -0.4 0.374
N 0.986032 -0.668905 1.801648 -1.5 4.6 -4.1 -0.199
N 1.213448 -1.048282 0.316638 0.8 -3.6 3.9 -0.483



# 5
23
Properties=species:S:1:pos:R:3:forces:R:3:nbo_charge:R:1 method="wB97M-V/def2-TZVPD" lumo_ev=-3.724 molar_mass_da=184.18 homo_lumo_gap_ev=8.9 total_charge=+1 e_homo_ev=-12.6581
C -0.427517 -1.722757 -0.138471 0.4 1.3 -0.4 0.684
C -1.659637 1.392174 0.925373 1.0 -1.0 0.1 0.716
C -1.233972 1.634990 -1.732153 -0.3 0.1 -1.1 0.869
C 0.930942 -1.042203 -0.131645 1.2 -0.8 3.5 -0.113
C 0.613408 0.298670 0.521906 -0.1 3.5 -0.3 -0.244
C -0.913261 0.385138 0.528883 0.5 -0.8 0.4 -0.192
C 1.131634 0.367772 1.940040 0.3 -2.4 1.3 -0.600
N -0.686903 2.667634 -1.505826 0.3 -1.6 0.2 -0.757
N -1.393202 -0.890322 0.129918 -0.9 0.1 1.3 -0.442
N 1.560200 -1.088281 -1.358783 0.2 -1.5 -0.7 -0.823
O -0.652938 -2.910593 -0.534785 1.5 -3.3 -0.3 -0.590
O -2.174018 2.337829 1.307530 -0.8 0.9 0.2 -0.354
O -1.671229 0.562955 -1.954067 0.2 0.9 -0.4 -0.563
H 1.644139 -1.616514 0.630692 -1.6 0.9 -1.0 0.225
H 0.998527 1.240834 -0.061033 -0.4 -2.0 0.7 0.258
H 0.816777 -0.663501 2.450633 1.0 2.1 -0.8 0.202
H 0.709397 1.133504 2.573500 -0.3 0.4 -0.2 0.235
H 2.233669 0.511739 1.950016 -0.6 -0.5 0.1 0.237
H -0.750888 3.639790 -1.547520 -0.3 1.2 -0.2 0.454
H -2.409893 -1.047735 0.284800 1.2 -0.7 -0.7 0.467
H 0.179213 -3.548331 -0.586285 -2.2 2.2 0.1 0.556
H 2.226945 -0.422452 -1.618021 1.1 1.1 0.1 0.402
H 0.928607 -1.220341 -2.074702 -1.3 -0.2 -2.2 0.373



# 6
11
Properties=species:S:1:pos:R:3:forces:R:3:nbo_charge:R:1 method="wB97M-V/def2-TZVPD" lumo_ev=0.805 molar_mass_da=64.15 homo_lumo_gap_ev=10.7 e_homo_ev=-9.8488
S 3.191497 0.475390 0.131789 -0.3 -2.1 0.7 -0.301
H 2.986877 -0.880646 -0.296230 0.3 2.1 0.3 0.165
H 3.193720 1.058149 -1.040743 -0.1 0.0 -0.9 0.137
C -1.351290 0.584999 0.477860 -2.2 -0.8 0.9 -0.606
C -0.917426 -0.723865 -0.207090 -5.0 0.2 -0.4 -0.584
H -2.394175 0.859225 0.112927 1.4 0.0 0.4 0.199
H -0.661480 1.405417 0.305871 0.0 0.0 0.1 0.209
H -1.492945 0.387147 1.605723 0.4 0.5 -1.7 0.200
H -0.632851 -0.589267 -1.216824 0.0 0.2 -1.2 0.198
H -0.116418 -1.047553 0.285204 3.3 -1.9 2.0 0.193
H -1.805512 -1.528999 -0.158485 2.1 1.7 -0.1 0.190